i.
Molecular formula: C15H31ClN3
Method: DFT, the ωB97M-V functional and the def2-TZVPD basis

Properties
HOMO level: -9.14 eV
Charge: +1
E_LUMO: -0.0662 Ha

Last column: Mulliken charge in e.
Positions of all 50 atoms, in Å:
C: 16.04 -9.49 -7.71  -1.177
C: 15.31 -10.24 -8.82  -0.645
C: 14.13 -11.06 -8.29  -0.522
C: 14.63 -12.31 -7.55  -0.770
N: 13.64 -13.42 -7.51  0.202
C: 13.93 -14.45 -6.42  -0.617
C: 12.62 -15.21 -6.26  -0.248
C: 11.53 -14.22 -6.63  -0.681
C: 12.23 -12.97 -7.19  -0.605
C: 13.63 -14.16 -8.82  -0.968
H: 16.68 -10.16 -7.13  0.284
H: 15.32 -9.07 -7.01  0.318
H: 16.76 -8.78 -8.10  0.381
H: 16.04 -10.80 -9.41  0.329
H: 14.92 -9.48 -9.49  0.339
H: 13.47 -11.30 -9.14  0.386
H: 13.53 -10.42 -7.64  0.401
H: 14.75 -12.00 -6.51  0.276
H: 15.58 -12.67 -7.93  0.460
H: 14.80 -15.02 -6.72  0.506
H: 14.20 -13.88 -5.53  0.387
H: 12.66 -16.12 -6.86  0.312
H: 12.49 -15.56 -5.24  -0.045
H: 10.88 -14.65 -7.39  0.279
H: 10.86 -14.05 -5.79  0.402
H: 11.79 -12.59 -8.11  0.389
H: 12.29 -12.17 -6.46  0.423
H: 12.84 -14.92 -8.88  0.413
H: 14.57 -14.70 -8.86  0.358
H: 13.44 -13.45 -9.62  0.359
C: 14.91 -19.39 -1.33  -1.166
C: 13.55 -19.90 -1.77  -0.299
N: 13.15 -21.15 -1.11  0.188
C: 13.28 -21.44 0.25  -0.304
C: 12.75 -22.67 0.43  -0.409
N: 12.18 -23.05 -0.74  0.106
C: 12.45 -22.13 -1.67  -0.062
C: 11.45 -24.30 -1.02  -0.769
H: 15.69 -20.12 -1.54  0.345
H: 14.88 -19.07 -0.29  0.355
H: 15.11 -18.50 -1.93  0.323
H: 13.58 -20.11 -2.84  0.207
H: 12.70 -19.22 -1.68  0.328
H: 13.78 -20.77 0.93  0.363
H: 12.70 -23.23 1.35  0.402
H: 12.12 -22.15 -2.69  0.350
H: 12.16 -24.98 -1.49  0.359
H: 10.73 -24.07 -1.80  0.285
H: 11.04 -24.81 -0.16  0.305
Cl: 12.78 -16.69 -2.90  -0.832


ii.
Molecular formula: C15H31ClN3
Method: DFT, the ωB97M-V functional and the def2-TZVPD basis

Properties
HOMO level: -7.37 eV
Charge: +1
E_LUMO: -0.1213 Ha

Last column: Mulliken charge in e.
Positions of all 50 atoms, in Å:
C: 3.96 -0.98 4.54  -1.340
C: 3.04 -0.70 3.31  -0.458
C: 1.62 -0.70 3.80  -0.499
C: 0.59 -0.19 2.70  -0.847
N: -0.92 -0.10 3.19  0.283
C: -1.85 0.30 1.98  -0.636
C: -2.25 -1.03 1.32  -0.600
C: -2.50 -2.00 2.56  -0.693
C: -1.34 -1.60 3.48  -0.483
C: -1.02 0.76 4.45  -1.101
H: 3.76 -2.00 4.86  0.342
H: 3.82 -0.30 5.38  0.351
H: 5.03 -0.92 4.33  0.383
H: 3.05 -1.40 2.47  0.424
H: 3.35 0.29 2.96  0.296
H: 1.58 -0.08 4.69  0.290
H: 1.38 -1.66 4.27  0.426
H: 0.53 -0.71 1.74  0.406
H: 0.90 0.84 2.54  0.340
H: -2.69 0.88 2.37  0.412
H: -1.32 1.08 1.44  0.317
H: -3.09 -0.97 0.63  0.442
H: -1.38 -1.41 0.79  0.315
H: -3.52 -1.83 2.92  0.327
H: -2.50 -3.07 2.37  0.381
H: -1.67 -1.65 4.52  0.374
H: -0.46 -2.24 3.46  0.325
H: -2.02 0.59 4.84  0.447
H: -0.99 1.79 4.09  0.384
H: -0.25 0.50 5.18  0.376
C: 2.29 2.19 -5.38  -1.094
C: 1.61 1.29 -4.33  -0.390
N: 0.31 0.83 -4.82  0.167
C: -0.22 -0.48 -4.77  -0.336
C: -1.56 -0.33 -5.24  -0.375
N: -1.87 1.04 -5.33  0.099
C: -0.75 1.70 -5.12  -0.162
C: -3.13 1.68 -5.56  -0.694
H: 1.71 3.11 -5.53  0.347
H: 2.27 1.82 -6.41  0.357
H: 3.26 2.43 -4.96  0.358
H: 1.52 1.80 -3.37  0.290
H: 2.21 0.40 -4.12  0.336
H: 0.33 -1.33 -4.40  0.496
H: -2.45 -0.93 -5.37  0.381
H: -0.63 2.76 -4.94  0.298
H: -3.10 1.91 -6.62  0.386
H: -3.09 2.68 -5.12  0.273
H: -3.90 0.93 -5.38  0.261
Cl: 2.35 -5.00 -0.41  -0.981


Most stable of them? i.


i.
Molecular formula: CH4NO2S2
Method: DFT, the ωB97M-V functional and the def2-TZVPD basis

Properties
HOMO level: -4.24 eV
Charge: -1
E_LUMO: 0.1311 Ha

Last column: Mulliken charge in e.
Positions of all 10 atoms, in Å:
C: -1.49 0.36 -0.52  -0.335
N: 0.17 -0.87 0.65  -0.762
O: 1.38 1.37 0.17  -0.601
O: 2.70 -0.92 0.13  -0.531
S: -2.86 0.35 0.34  -0.363
S: 1.39 -0.37 -0.34  0.444
H: -1.26 -0.43 -1.12  0.229
H: -0.74 1.14 -0.61  0.325
H: 0.09 -1.84 0.43  0.196
H: 0.63 1.21 0.87  0.399


ii.
Molecular formula: CH4NO2S2
Method: DFT, the ωB97M-V functional and the def2-TZVPD basis

Properties
HOMO level: -4.16 eV
Charge: -1
E_LUMO: 0.1360 Ha

Last column: Mulliken charge in e.
Positions of all 10 atoms, in Å:
C: 1.50 -0.42 0.08  -0.337
N: -0.55 -0.88 0.16  -0.561
O: -1.11 1.67 -0.28  -0.504
O: -2.92 -0.12 0.27  -0.615
S: 2.03 1.14 0.57  -0.450
S: -1.53 0.30 0.67  0.559
H: 1.68 -0.65 -0.98  0.233
H: 1.81 -1.39 0.70  0.183
H: -0.79 -1.13 -0.86  0.233
H: -0.10 1.48 -0.32  0.260


Most stable of them? ii.


i.
Molecular formula: C4H12N2O3
Method: DFT, the ωB97M-V functional and the def2-TZVPD basis

Properties
HOMO level: -9.56 eV
Charge: 0
E_LUMO: 0.0299 Ha
SMILES: C[C@H](N)O.CC(=O)ON

Last column: Mulliken charge in e.
Positions of all 21 atoms, in Å:
C: 1.35 0.70 0.07  0.383
C: 2.76 0.44 -0.45  -1.413
N: 1.37 0.87 1.50  -0.609
O: 0.50 -0.35 -0.41  -0.593
H: 0.03 -1.00 0.38  0.533
H: 0.95 1.63 -0.37  0.248
H: 0.44 1.00 1.88  0.269
H: 1.78 0.06 1.96  0.274
H: 3.15 -0.48 -0.02  0.330
H: 3.41 1.27 -0.18  0.369
H: 2.74 0.34 -1.54  0.341
C: -1.84 1.13 -0.45  -1.102
C: -1.46 -0.28 -0.77  0.980
N: -1.78 -2.49 0.50  -0.464
O: -1.41 -1.13 0.63  -0.407
O: -1.66 -0.91 -1.76  -0.560
H: -2.77 -2.53 0.74  0.256
H: -1.71 -2.69 -0.51  0.267
H: -1.35 1.80 -1.15  0.310
H: -1.57 1.39 0.57  0.249
H: -2.91 1.23 -0.59  0.341


ii.
Molecular formula: C4H12N2O3
Method: DFT, the ωB97M-V functional and the def2-TZVPD basis

Properties
HOMO level: -8.94 eV
Charge: 0
E_LUMO: 0.0231 Ha
SMILES: CCNC(N)(O)O.C=O

Last column: Mulliken charge in e.
Positions of all 21 atoms, in Å:
C: -1.40 -0.02 0.27  0.581
C: 0.33 0.22 -1.95  -0.097
C: 1.05 -0.33 0.71  -0.307
C: 2.34 0.45 0.75  -1.172
N: -0.04 0.46 0.01  -0.212
N: -1.50 -1.39 -0.09  -0.735
O: 0.65 -0.97 -2.02  -0.629
O: -2.30 0.77 -0.46  -0.545
O: -1.71 0.14 1.63  -0.566
H: -1.83 -0.73 2.02  0.354
H: -2.58 1.50 0.10  0.330
H: 0.01 1.45 0.24  0.299
H: -0.89 -1.61 -0.87  0.294
H: -2.45 -1.60 -0.35  0.265
H: 1.10 1.01 -1.97  0.283
H: -0.66 0.56 -2.27  0.212
H: 0.70 -0.55 1.73  0.353
H: 1.18 -1.27 0.18  0.293
H: 2.18 1.46 1.17  0.298
H: 3.06 -0.06 1.39  0.382
H: 2.78 0.53 -0.24  0.320


Most stable of them? ii.


i.
Molecular formula: C6H15NO2
Method: DFT, the ωB97M-V functional and the def2-TZVPD basis

Properties
HOMO level: -8.13 eV
Charge: 0
E_LUMO: 0.0247 Ha

Last column: Mulliken charge in e.
Positions of all 24 atoms, in Å:
C: 1.64 0.06 0.10  0.940
C: 0.29 -1.26 -0.33  -1.373
C: 2.91 -0.60 -0.36  -1.498
N: 1.60 0.30 1.48  -0.608
O: 1.38 1.17 -0.62  -0.600
H: 0.62 1.65 -0.17  0.433
H: 0.76 0.78 1.77  0.307
H: 1.78 -0.53 2.03  0.246
H: 3.08 -1.54 0.17  0.358
H: 0.77 -2.11 0.17  0.442
H: 0.45 -1.37 -1.40  0.271
H: -0.75 -1.45 -0.08  0.361
H: 3.75 0.07 -0.16  0.434
H: 2.86 -0.80 -1.43  0.335
C: -2.58 0.07 1.00  -1.292
C: -1.86 0.82 -1.36  -1.114
C: -1.59 0.81 0.12  1.006
O: -0.84 1.65 0.63  -0.749
H: -0.93 0.95 -1.90  0.312
H: -3.52 0.62 0.99  0.397
H: -2.22 0.01 2.02  0.317
H: -2.76 -0.93 0.62  0.359
H: -2.36 -0.08 -1.70  0.306
H: -2.48 1.69 -1.59  0.409


ii.
Molecular formula: C6H15NO2
Method: DFT, the ωB97M-V functional and the def2-TZVPD basis

Properties
HOMO level: -9.26 eV
Charge: 0
E_LUMO: 0.0320 Ha
SMILES: C[C@H](N)[C@@H](C)CC(O)O

Last column: Mulliken charge in e.
Positions of all 24 atoms, in Å:
C: 0.77 2.16 -0.51  0.011
C: 0.32 -0.44 -0.34  0.557
C: -0.37 -1.52 0.55  0.121
C: -0.07 1.00 0.06  -0.830
C: 0.01 -0.72 -1.82  -1.554
C: -1.82 -1.22 0.92  -1.376
N: 0.41 -1.71 1.79  -0.720
O: 1.82 1.78 -1.36  -0.542
O: 1.36 2.87 0.56  -0.554
H: 2.37 1.18 -0.84  0.340
H: 1.65 3.71 0.17  0.342
H: 0.11 2.85 -1.05  0.351
H: 1.40 -0.56 -0.21  0.192
H: -0.34 -2.48 0.02  0.365
H: -0.03 -2.43 2.36  0.278
H: 0.39 -0.86 2.35  0.262
H: -1.11 1.17 -0.27  0.321
H: -0.10 1.09 1.15  0.298
H: 0.57 -0.06 -2.48  0.390
H: 0.29 -1.75 -2.08  0.416
H: -1.05 -0.60 -2.04  0.321
H: -1.90 -0.37 1.61  0.264
H: -2.42 -0.99 0.03  0.330
H: -2.28 -2.08 1.42  0.415


iii.
Molecular formula: C6H15NO2
Method: DFT, the ωB97M-V functional and the def2-TZVPD basis

Properties
HOMO level: -7.72 eV
Charge: 0
E_LUMO: 0.0262 Ha

Last column: Mulliken charge in e.
Positions of all 24 atoms, in Å:
C: 1.49 0.01 -0.96  -0.473
C: 2.62 -0.29 -0.04  -0.936
O: 0.17 -1.70 -0.52  -0.646
H: 0.39 -2.64 -0.49  0.097
H: 1.45 1.06 -1.27  0.422
H: 1.48 -0.60 -1.85  0.427
H: 3.55 0.20 -0.36  0.307
H: 2.83 -1.36 0.05  0.272
H: 2.42 0.09 0.97  0.235
C: 0.10 1.39 1.19  -1.703
C: -1.78 -0.94 1.12  -1.507
C: -0.36 0.80 -0.12  0.714
C: -1.30 -0.27 -0.13  0.669
N: -2.16 -0.36 -1.20  -0.449
O: -0.57 1.78 -1.12  -0.574
H: -0.98 2.57 -0.74  0.335
H: -2.46 -1.29 -1.43  0.253
H: -1.86 0.17 -2.01  0.258
H: 0.99 2.00 1.03  0.378
H: -0.66 2.06 1.63  0.494
H: 0.35 0.63 1.92  0.355
H: -0.94 -1.20 1.76  0.349
H: -2.45 -0.27 1.67  0.286
H: -2.31 -1.86 0.89  0.436


Most stable of them? ii.